Record 1
Entry from the Open Molecules 2025 dataset: C8H22AsF6N2O2Rb as an isolated structure in a non-equilibrium geometry (ωB97M-V with the def2-TZVPD basis set).

Last column: natural (NBO) charge in e.
Geometry (Å):
Rb  26.8726  12.5849  22.0915  0.969
As  30.8712  13.2855  23.8714  2.791
F  31.6626  13.3961  22.2599  -0.614
F  30.2498  15.0064  23.8070  -0.636
F  29.9938  13.1989  25.4733  -0.635
F  31.3956  11.6096  24.1230  -0.608
F  32.2653  14.0411  24.7137  -0.610
F  29.3853  12.7377  22.9948  -0.680
C  25.8353  9.5064  24.9438  -0.623
C  26.0789  9.3375  23.3494  -0.057
C  26.0127  7.8418  22.8586  -0.081
O  24.6555  7.4031  23.1111  -0.571
C  24.5287  6.0014  22.8140  -0.269
N  25.0323  10.1374  22.6829  -0.858
H  26.1904  10.4578  25.3399  0.223
H  26.4133  8.6931  25.3825  0.211
H  24.8453  9.2849  25.3425  0.222
H  27.0333  9.7734  23.0543  0.182
H  26.6520  7.1854  23.4489  0.185
H  26.1082  7.7443  21.7771  0.175
H  23.5420  5.6597  22.5013  0.197
H  24.7680  5.5135  23.7589  0.177
H  25.1906  5.5207  22.0937  0.179
H  24.2174  9.5714  22.8716  0.376
H  25.0611  10.0012  21.6825  0.337
C  23.2433  16.0297  21.7528  -0.629
C  24.5611  15.4196  22.0151  -0.077
C  24.9381  15.4527  23.5145  -0.074
O  26.2673  14.8562  23.6935  -0.564
C  26.7313  15.3270  24.9204  -0.259
N  24.5619  14.0141  21.5653  -0.872
H  22.3449  15.5939  22.1900  0.214
H  23.0910  16.0488  20.6736  0.214
H  23.2839  17.0699  22.0760  0.218
H  25.3383  15.9029  21.4231  0.202
H  24.2153  14.9058  24.1200  0.173
H  24.8435  16.4755  23.8793  0.188
H  26.1018  14.8968  25.6993  0.160
H  26.7606  16.4131  25.0074  0.171
H  27.7518  14.9590  25.0269  0.233
H  23.7084  13.5842  21.8922  0.361
H  24.4989  14.0005  20.5574  0.356

Atoms 1-6, force components in eV/Å:
0.569 -0.189 0.349
0.331 1.974 1.456
-0.811 -0.144 1.845
0.229 -1.899 -0.635
0.662 -0.253 -1.864
-0.386 1.551 -0.482

Output
Molecular weight ... 452.7 g/mol
Energy ... -93529.49377 eV
Highest occupied orbital energy ... -10.60 eV
Maximum force ... 2.86 eV/Å
Net charge ... 0
Multiplicity ... 1



Record 2
Entry from the Open Molecules 2025 dataset: C4H6NdO7 as an isolated structure in a non-equilibrium geometry (ωB97M-V with the def2-TZVPD basis set).

Last column: Mulliken spin population.
Geometry (Å):
O  0.4550  -0.1440  1.5297  0.000
C  0.4384  -0.6727  0.2759  0.000
C  0.9920  0.3036  -0.7670  0.000
O  2.4026  -0.0042  -0.8696  0.000
C  2.6192  -1.1949  -0.4327  0.000
O  1.6879  -1.7423  0.2286  0.000
O  3.8287  -1.6059  -0.4465  0.000
H  0.1261  -0.7712  2.1861  0.000
H  -0.3156  -1.3930  -0.0495  0.000
H  0.9122  1.3437  -0.4409  0.000
H  0.5447  0.1580  -1.7529  0.000
H  4.0354  -2.1945  0.2983  0.000
O  -2.5306  1.9607  -1.2690  -0.001
C  -2.7852  1.5547  -0.0394  -0.007
O  -2.3568  0.4369  0.4021  0.001
O  -3.5485  2.2508  0.6701  -0.005
Nd  -4.4391  0.4546  2.2412  4.011
H  -2.0665  1.2596  -1.7644  0.000

Atoms 1-6, force components in eV/Å:
-0.206 -0.471 -1.365
1.583 -0.634 0.702
-0.344 0.132 0.088
-0.162 0.059 -1.066
0.396 1.067 2.071
-0.804 -0.123 -0.332

Output
Molecular weight ... 310.3 g/mol
Energy ... -33838.14896 eV
Highest occupied orbital energy (spin up / spin down) ... -15.47 / -16.78 eV
Maximum force ... 2.38 eV/Å
Net charge ... +2
Multiplicity ... 5



Record 3
Entry from the Open Molecules 2025 dataset: an isolated ion of composition C7H11N2O2S and charge +1 in a non-equilibrium geometry (ωB97M-V with the def2-TZVPD basis set).

Last column: natural (NBO) charge in e.
Geometry (Å):
C  -3.3920  -0.1899  0.8958  -0.633
C  -2.9068  0.3073  -0.4174  -0.573
S  -1.1528  0.8465  -0.3203  2.151
O  -0.8515  1.6875  0.8009  -0.921
O  -0.7053  1.3188  -1.5908  -0.934
C  -0.1039  -0.5913  0.0322  -0.361
C  -0.5305  -1.7288  0.6501  0.172
N  -0.8729  -2.7743  1.0474  -0.186
C  1.3817  -0.2342  -0.0012  0.104
C  2.0949  1.0215  -0.5043  -0.284
N  3.4040  0.2435  -0.4869  -0.522
C  2.6773  -0.9362  0.1568  -0.237
H  -3.5388  0.6054  1.7299  0.247
H  -4.3379  -0.6625  0.7076  0.246
H  -2.7648  -0.9125  1.2348  0.218
H  -3.4346  1.2080  -0.8919  0.285
H  -2.6472  -0.4910  -1.0356  0.228
H  1.9931  1.5380  -1.5130  0.286
H  2.0531  1.9546  0.1742  0.291
H  3.7528  -0.0522  -1.5230  0.465
H  4.1275  0.7533  -0.0144  0.451
H  3.0456  -1.1049  1.1599  0.260
H  2.7093  -1.8068  -0.2909  0.246

Atoms 1-6, force components in eV/Å:
-2.183 3.122 1.018
1.514 2.706 0.484
0.228 1.127 0.660
-0.473 0.166 0.566
-0.055 -0.131 -0.955
7.029 3.388 -0.470

Output
Structure (SMILES) ... CCS(=O)(=O)C(C#N)=C1C[NH2+]C1
Molecular weight ... 187.2 g/mol
Energy ... -25335.87803 eV
Highest occupied orbital energy (spin up / spin down) ... -13.41 / -13.41 eV
Maximum force ... 7.82 eV/Å
Net charge ... +1
Multiplicity ... 1
Energy above the lowest of the compared OMol25 structures with the same formula, charge and spin ... 4.243 eV



> What is the maximum force in the first record?

2.86 eV/Å



> Which of these has the lowest molecular weight?

C7H11N2O2S